(1)
Entry from the OMol25 dataset: 8 unconnected molecules or ions with the total composition C42H107N7O15 at a distorted geometry (the ωB97M-V functional and the def2-TZVPD basis).

XYZ file:
```
171
Properties=species:S:1:pos:R:3
O 16.46444 8.33791 24.34739
O 15.43628 4.68893 19.77675
O 21.69028 0.87198 8.79277
O 13.35672 15.23083 18.63797
O 7.34723 13.05472 12.44431
O 17.19071 2.45845 11.34775
O 13.02301 8.54439 14.63830
O 24.55586 5.81460 9.37351
O 12.22675 13.89427 14.47309
O 10.44354 9.83616 19.64097
O 16.75098 4.85614 15.46216
O 17.43578 11.72431 19.50141
O 20.02500 7.58493 11.31129
O 17.02440 6.57943 18.52688
O 11.71413 5.18406 16.62056
N 10.00106 12.06915 12.56918
N 16.83090 6.90083 21.53430
N 15.78291 14.17815 18.05354
N 11.86779 7.43558 18.18879
N 15.45468 7.43558 16.14465
N 19.48491 0.42436 10.61136
N 21.97990 5.28766 10.26446
C 22.50892 4.64204 9.08962
C 24.00154 4.52852 9.15765
C 16.95149 7.80456 19.26705
C 11.79173 10.05918 20.00096
C 19.19365 8.17057 12.28949
C 16.54091 12.13013 20.51315
C 20.56176 5.54302 10.19045
C 15.42860 8.70626 23.47388
C 17.08236 5.41959 14.19750
C 14.74448 6.34238 15.49790
C 12.46355 16.13369 19.24588
C 17.61415 7.75299 23.76199
C 10.44889 7.78226 18.27147
C 12.17190 6.12071 18.76672
C 20.02564 6.16606 11.45192
C 11.01276 14.24588 15.07733
C 12.85128 8.50744 13.23746
C 19.41394 1.19557 9.36483
C 20.37537 0.66848 8.32339
C 12.08526 13.53476 13.11259
C 17.67384 12.61154 18.46304
C 17.71533 1.39061 12.09806
C 10.07489 8.48249 19.57770
C 15.39130 5.03030 15.81774
C 15.04532 14.84516 16.99352
C 14.20266 9.21018 15.04659
C 11.42538 12.16476 12.88887
C 11.24341 4.18289 15.76412
C 25.95280 5.78267 9.52168
C 19.20196 1.20282 11.81264
C 15.79184 2.54558 11.40957
C 9.57463 12.86559 11.44833
C 14.66739 8.65736 16.37369
C 17.46860 6.57710 22.78904
C 16.44111 12.93905 17.60558
C 22.65353 0.82783 7.78618
C 11.63345 4.91982 17.97737
C 8.06374 12.75306 11.26798
C 18.32032 6.11909 18.21390
C 17.58513 7.70937 20.62932
C 7.30492 14.43901 12.74545
C 14.08046 15.84194 17.60679
H 20.21959 -0.41088 8.19070
H 24.42239 4.16050 8.20340
H 23.63730 0.98296 8.22399
H 18.50846 6.26435 22.59185
H 6.74050 14.97615 11.97701
H 16.87045 5.80259 23.26976
H 22.52377 6.12116 10.45297
H 11.96947 3.35172 15.75716
H 22.66563 -0.13568 7.25499
H 11.13676 14.34740 16.15671
H 10.61821 4.62658 18.28788
H 15.78561 9.38711 22.68675
H 16.59527 4.80974 13.43065
H 15.49529 3.27356 10.65148
H 15.30885 1.60954 11.09387
H 18.16158 7.84444 12.12955
H 10.42822 7.90040 20.44022
H 15.07404 13.89934 18.71960
H 20.05723 4.59767 9.97362
H 20.28089 6.20915 9.35578
H 8.98187 8.48535 19.63596
H 9.74042 6.93694 18.19419
H 13.85894 8.40783 17.06332
H 26.24628 4.99920 10.22623
H 16.86925 6.48972 14.18225
H 14.40489 14.12672 16.44116
H 20.66988 5.95786 12.31516
H 13.25885 6.00373 18.80083
H 7.74975 13.39762 10.43557
H 15.58490 12.48484 20.11743
H 18.25200 8.51225 23.28539
H 22.47214 1.60079 7.02222
H 17.41156 8.60998 18.69150
H 12.45210 9.82310 19.16247
H 15.25707 4.74419 16.86339
H 12.09446 9.45940 20.86762
H 26.46276 5.63928 8.55800
H 14.82416 4.26904 15.24182
H 24.33976 3.75822 9.86596
H 18.13993 7.35726 24.63382
H 18.84601 6.82066 17.56128
H 10.06205 12.57904 10.51536
H 26.29233 6.75435 9.87990
H 18.17943 5.16884 17.69913
H 9.75707 13.94252 11.60968
H 11.92637 11.10863 20.26273
H 16.95981 12.99832 21.04451
H 15.37388 2.85536 12.37268
H 10.67615 15.25349 14.77520
H 10.21167 13.53707 14.86385
H 15.00126 7.85129 22.94920
H 7.82365 11.72462 10.99083
H 17.18735 0.45042 11.86267
H 15.68630 15.28033 16.22747
H 16.36153 6.12140 21.09691
H 11.98777 11.58979 12.14789
H 22.14613 3.60726 9.02214
H 15.88805 7.93932 19.47179
H 11.66325 14.36231 12.53252
H 19.57321 7.93574 13.29192
H 18.42739 12.17780 17.80040
H 13.98576 10.28162 15.20375
H 15.72448 12.10870 17.67739
H 14.73650 6.44539 14.40394
H 17.71569 8.73328 21.01278
H 14.98039 9.15950 14.27712
H 18.09345 13.56946 18.79913
H 13.70341 7.94466 12.83182
H 11.84129 6.06343 19.80564
H 16.02594 5.13718 19.14734
H 19.01162 5.81019 11.67227
H 18.91721 5.89817 19.10240
H 16.41971 11.30406 21.20440
H 8.30198 14.88684 12.82492
H 19.25945 9.25281 12.17629
H 14.69476 16.68579 17.97865
H 6.83188 14.51910 13.72088
H 13.42176 16.32450 16.87242
H 19.74634 2.14348 11.74736
H 13.01366 16.84912 19.87100
H 13.67862 6.29432 15.75337
H 16.70581 13.00841 16.54916
H 11.77204 15.61258 19.90456
H 11.89564 16.68103 18.48627
H 19.57450 0.66498 12.69178
H 11.24638 4.55869 14.74437
H 20.25037 1.21029 7.37720
H 18.76298 -0.28163 10.51901
H 15.34638 9.39138 16.81432
H 14.64076 9.20373 24.03598
H 15.11640 3.90405 19.32533
H 15.93430 7.05422 16.95258
H 19.66688 2.23905 9.56252
H 10.18153 8.44193 17.44361
H 12.84684 9.51424 12.80885
H 18.38159 1.20588 8.99516
H 11.60320 11.62828 13.82810
H 12.25700 4.05454 18.26589
H 18.65582 7.41457 20.58334
H 17.54772 1.50705 13.18180
H 13.11895 13.42081 12.77381
H 11.90864 8.00412 13.04417
H 18.16811 5.35403 14.11615
H 10.27887 3.77820 16.08057
H 22.20097 5.09232 8.12923
H 9.48045 12.33657 13.39382
H 12.01130 7.26466 17.19342
```

Values from the calculation:
* structure (SMILES): COCCNCCOC.COCCNCCOC.COCCNCCOC.COCCNCCOC.COCCNCCOC.COCCNCCOC.COCCNCCOC.O
* multiplicity: 1
* highest occupied orbital energy: -8.2 eV
* energy: -86422.2155 eV

(2)
Entry from the OMol25 dataset: a molecular structure, C42H112N4O13 at a distorted geometry (the ωB97M-V functional and the def2-TZVPD basis).

XYZ file:
```
171
Properties=species:S:1:pos:R:3
O -4.13383 -1.62726 -0.34466
O -3.00692 -3.34337 -3.41779
O 0.94838 -1.62460 4.39445
O 2.63991 -5.37250 -1.42059
O 2.08028 0.20944 -3.84512
O -1.15983 1.69767 1.77669
O -5.31500 0.37994 -4.37608
O 2.36012 -1.44022 1.77488
O -0.28201 1.35270 -0.95679
O 5.06094 -1.95780 3.15197
O -0.84650 3.94323 -3.01032
O 4.89153 1.44852 0.15646
O 0.95929 2.92939 2.10711
N -3.99924 -3.58968 2.66555
N -0.38742 -0.49602 1.30846
N -0.95877 2.02912 -2.96470
N -2.12810 -0.59259 -2.80964
C 1.79943 4.59072 0.46074
C 1.25160 -2.32581 1.46180
C -1.55782 0.12720 3.67772
C 0.46891 -3.07576 6.17359
C 6.78440 -1.76106 1.38896
C 0.02916 -1.70060 2.04837
C 5.49908 0.24819 2.33966
C 1.38496 -3.47168 -0.95747
C 1.53891 -2.50394 5.24635
C 3.02344 -0.38715 -3.07659
C 1.25201 1.02442 -3.03434
C -3.63084 -0.55750 -1.14343
C -2.03863 -2.78658 -1.33476
C -2.34639 0.76775 -4.77307
C -6.63267 0.29801 -4.10462
C 0.61477 4.02739 1.27638
C -1.42874 0.53416 -0.62602
C -0.97282 -0.79573 0.00917
C 3.52961 1.63562 0.56014
C -0.97012 2.55517 3.93873
C -1.43710 4.79309 -1.99072
C 0.05878 1.54042 -3.85841
C 6.10433 -1.14336 2.63387
C -5.76995 -1.90989 1.92206
C 3.49879 2.93296 1.31233
C -4.39964 -0.27958 -3.51768
C 0.01823 5.10374 2.26682
C -0.24820 2.60845 -0.33468
C -0.35262 5.37323 -1.11798
C 3.57785 -1.84985 1.07453
C -2.31288 -5.20878 -2.20853
C 2.22208 -4.13037 -1.98442
C -2.59598 4.18906 -1.20225
C -3.51093 -2.05764 0.88168
C -0.75907 1.33970 3.06229
C 3.55624 -3.37669 -2.19116
C -1.98241 -3.78518 -2.56580
C 2.50628 -1.70666 6.08289
C 0.53738 2.73173 -4.73587
C 2.76927 1.92915 -0.75655
C -3.02476 0.37310 -3.39433
C -4.58850 -2.83176 1.58887
H -6.85865 -0.70809 -3.75135
H -3.53611 0.30198 -0.47980
H -1.02359 4.82088 2.41748
H -4.38814 -1.35073 -3.71915
H -2.02882 2.81427 3.92850
H 0.01070 -2.26226 6.73604
H -0.10673 4.62135 -0.36810
H 2.60276 0.97070 -1.24824
H 4.83373 -1.64686 4.03134
H -1.98523 -1.41620 -3.37652
H -4.85900 -0.25123 -2.52961
H 1.57745 5.54799 -0.01090
H -0.82610 -2.37541 2.08389
H -0.30038 -1.28654 -0.69442
H -3.00101 1.31915 -2.85347
H 3.48331 0.10768 -2.22115
H -3.34485 -5.17888 -1.85889
H -0.61706 6.24741 -0.52302
H -2.57167 -2.55279 0.63533
H 0.41055 2.77555 0.51752
H -2.99065 4.73936 -0.34813
H -3.42810 3.97496 -1.87293
H -3.16120 -3.99705 2.27588
H 1.94700 -0.82294 6.39004
H 1.83558 -5.76540 -1.07376
H 7.50975 -1.12528 0.88128
H -2.64745 0.12666 3.64954
H 1.29266 2.41409 -5.45472
H 1.77964 -4.36574 -2.95238
H -5.39047 -0.93329 2.22266
H 2.97258 -2.22092 6.92324
H -6.29419 -2.34648 2.77216
H 3.91358 -2.81499 1.45387
H 6.12284 0.86365 1.69140
H -7.27415 0.46779 -4.96937
H 2.45541 3.20920 1.46450
H -0.69397 2.30696 4.96354
H 7.22630 -2.74137 1.56731
H 0.36389 5.15925 3.29907
H 1.48044 -3.22899 2.02749
H -1.39450 0.06207 4.75345
H 0.49473 5.64552 -1.74722
H 3.38226 -2.39432 -2.63023
H 4.26008 -3.98223 -2.76215
H -0.97757 2.99533 -2.67114
H -1.02124 -3.76636 -3.07950
H 0.87801 3.54437 -4.09423
H 1.74887 1.81252 -2.46854
H 3.83078 2.95550 2.35030
H 0.06351 6.11437 1.86100
H -1.69601 -5.48337 -1.35287
H -4.55446 -4.41455 2.84279
H -2.29423 3.18891 -0.89121
H -2.20445 -5.85009 -3.08321
H 3.90724 3.78251 0.76504
H 6.03330 -1.77888 0.59926
H -0.28546 3.07109 -5.36504
H -0.29986 0.73627 -4.50093
H 0.30344 1.11368 2.97239
H 3.24403 -1.35483 5.36174
H -1.14337 -0.76964 3.21727
H -2.24361 0.96625 -0.04516
H -1.54030 -1.83261 -1.50709
H 0.87059 -3.87083 6.80179
H 5.47139 2.08127 0.58657
H -3.85581 -3.31782 -2.97020
H 1.94592 -3.13549 -0.08545
H 2.13849 -3.23220 4.70024
H -6.34927 -1.73767 1.01497
H 1.11906 -2.57947 0.41005
H -1.87208 5.68985 -2.43197
H 0.52884 -4.09759 -0.70570
H 3.84306 -0.69492 -3.72590
H -2.32057 1.85454 -4.85265
H 1.91154 2.59699 -0.67661
H -0.22354 3.78848 0.62196
H 5.21286 0.80013 3.23494
H 2.61340 -1.35791 -2.79805
H 4.09214 -3.12482 -1.27602
H -1.23191 3.05446 -0.18804
H 2.08307 3.91324 -0.34466
H 3.30972 -1.85939 0.01807
H 6.82655 -1.10823 3.44951
H 2.53322 4.84801 1.22459
H -3.04700 -2.63421 -0.94996
H 1.01741 -2.54174 -1.39131
H -0.30899 -3.55305 5.57763
H -1.29768 1.00886 1.12237
H 0.39675 3.18190 -1.00050
H -1.30453 0.45213 -4.82789
H 3.15869 0.82693 1.18985
H 0.42198 0.10490 1.24617
H -2.69054 -0.89393 -1.58018
H -0.43058 3.45327 3.63804
H -0.68109 1.58771 -2.09975
H -3.23868 -1.20628 1.50552
H -1.90100 0.37926 -1.59610
H -4.37095 -0.34191 -1.91406
H -4.96557 -3.59415 0.90721
H 4.51664 0.14060 1.87995
H -1.25411 -0.10041 -2.69132
H -6.93620 1.01263 -3.33957
H -1.51221 -3.18145 -0.46582
H 0.25407 -1.47514 3.09081
H 0.98831 0.44013 -2.15277
H 0.14514 2.66156 2.53955
H 4.40605 -1.14805 1.17286
H -2.76897 0.33075 -5.67781
H 3.35309 2.43826 -1.52339
H -1.86315 -1.39792 0.19024
H 1.57471 -1.00409 4.01463
H -1.47757 3.76039 -3.71025
```

Values from the calculation:
* multiplicity: 1
* highest occupied orbital energy: -7.0 eV
* energy: -77907.8862 eV

Which of these has the lowest highest occupied orbital energy?
C42H107N7O15